(a)
Formula: C2H6BNO
Source: the OMol25 dataset
Level of theory: the ωB97M-V functional and the def2-TZVPD basis

Structure (XYZ):
```
11
C2H6BNO (the ωB97M-V functional and the def2-TZVPD basis)
O 1.54255 0.47986 -0.09950
N 0.02405 -1.07551 0.08290
C -0.92876 -0.02433 0.00700
C 1.29625 -0.72222 -0.00017
B 0.02770 1.31815 0.08617
H 0.10054 1.91807 1.08388
H 1.93341 -1.58678 0.14928
H -0.23698 -2.07224 -0.26839
H -0.24661 1.94838 -0.90624
H -1.83671 -0.11829 -0.96591
H -1.67546 -0.06509 0.83098
```

(b)
Formula: C2H6BNO
Source: the OMol25 dataset
Level of theory: the ωB97M-V functional and the def2-TZVPD basis

Structure (XYZ):
```
11
C2H6BNO (the ωB97M-V functional and the def2-TZVPD basis)
O -1.50813 0.81857 0.31531
N -0.92034 1.00420 -1.11253
C -0.53586 -0.01642 1.08425
C 0.60999 -0.34449 0.17826
B 0.21723 0.24021 -1.27532
H 0.84100 -1.47561 0.28068
H -0.11831 0.45670 1.87385
H -1.10795 -0.86788 1.53847
H -1.63055 1.49406 -1.48362
H 0.88050 0.07273 -2.30618
H 1.61290 -0.02917 0.43014
```

Relative to the most stable structure, the computed energies are (a) 0.0; (b) 70.9, all in kJ/mol.

(a)
Formula: C22H29NO2
Source: the OMol25 dataset
Level of theory: the ωB97M-V functional and the def2-TZVPD basis

Structure (XYZ):
```
54
C22H29NO2 (the ωB97M-V functional and the def2-TZVPD basis)
O 2.22272 -0.00816 2.67964
O 0.16206 -1.33784 1.49573
N 1.63997 1.19769 -0.75461
C 2.68565 3.44112 -1.16777
C -2.23579 -1.52872 -2.85305
C -4.04395 -2.76393 3.72756
C 3.95024 4.10492 -1.70072
C -1.85675 -2.50656 2.03164
C -0.95639 -2.93408 -1.38956
C -3.26229 -1.62314 3.76930
C 2.82287 1.90912 -1.20103
C 0.21960 3.11476 -1.47028
C -1.45173 -2.65083 -2.65097
C -3.73322 -3.77732 2.83574
C -2.03426 -0.97541 -0.52874
C -2.64560 -3.64968 1.99213
C 1.45547 3.85153 -1.97937
C -2.52676 -0.69112 -1.78919
C -2.17492 -1.49262 2.92265
C 2.15513 -0.07225 1.27784
C -1.24503 -2.09933 -0.32028
C -0.69966 -2.37638 1.06892
C 0.47527 1.60448 -1.51468
C 1.40545 -1.32839 0.82450
C 1.46674 1.17488 0.68538
H 3.85371 5.18823 -1.67251
H 1.27088 -1.28794 -0.26331
H -4.33953 -4.67046 2.79910
H 0.00809 3.41731 -0.44199
H -2.26059 -0.32864 0.30639
H 3.02251 1.59412 -2.23105
H -3.50019 -0.82926 4.46228
H -1.56125 -0.60596 2.95350
H -1.22121 -3.30661 -3.47775
H 4.81312 3.82044 -1.10276
H 1.34257 -0.23242 3.00885
H 1.97382 -2.23357 1.08676
H 4.13237 3.80383 -2.73049
H -0.34053 -3.80959 -1.23635
H -4.89287 -2.86477 4.38752
H 2.53721 3.75709 -0.12904
H -0.13791 -3.32653 1.05137
H 3.18844 -0.12224 0.92108
H 0.40309 1.11392 0.92539
H 1.61865 3.59796 -3.03035
H -2.62047 -1.30694 -3.83751
H -2.40409 -4.43974 1.29523
H 0.64580 1.30122 -2.55386
H -0.65016 3.36050 -2.08224
H 1.87959 2.06047 1.18698
H 1.30750 4.93230 -1.91418
H -3.13931 0.18543 -1.94271
H 3.66726 1.59670 -0.58340
H -0.39131 1.05240 -1.14572
```

(b)
Formula: C22H29NO2
Source: the OMol25 dataset
Level of theory: the ωB97M-V functional and the def2-TZVPD basis

Structure (XYZ):
```
54
C22H29NO2 (the ωB97M-V functional and the def2-TZVPD basis)
O -1.23647 -0.96287 1.99819
O -2.39310 -1.02999 -0.40853
N 0.79295 -0.12586 2.44066
C 0.05343 -4.24568 -3.09035
C 1.59698 1.84566 3.69042
C 2.64643 2.94910 3.71205
C 1.03974 -0.87218 -1.69082
C -1.76974 3.79645 -3.17031
C 1.11371 -2.08586 -2.34586
C 0.06320 3.03310 -1.82756
C 1.79417 -2.36033 2.22507
C -0.07454 0.94493 -0.43340
C -1.20673 -1.31918 -1.02460
C -0.41415 -0.06212 1.85145
C 2.13388 -3.64869 2.96127
C -0.47687 3.95716 -2.70490
C 1.77581 0.93420 2.47014
C 0.01655 -2.93365 -2.36741
C -1.97668 1.78462 -1.87580
C -0.73839 1.11284 0.95200
C -0.10647 -0.45182 -1.02558
C -2.51606 2.70709 -2.75371
C 1.12863 -1.34557 3.15761
C -0.67910 1.93915 -1.40339
C -1.12758 -2.53299 -1.69777
H 2.76690 0.47327 2.50050
H 1.78976 -1.09828 3.99061
H 2.57074 3.56773 2.82046
H -3.52521 2.57382 -3.11521
H -2.22360 -0.95952 0.55582
H 0.11443 4.80289 -3.02546
H 2.70279 -1.92573 1.80098
H -2.56617 0.93733 -1.56255
H 2.82038 -3.45331 3.78280
H 1.23232 -4.10111 3.36671
H 1.72127 1.53289 1.56179
H 1.11144 -2.57293 1.40021
H 1.07629 3.16670 -1.47180
H -1.82228 1.14779 0.83362
H 0.98639 1.20105 -0.32927
H 2.60056 -4.35943 2.28431
H 3.64725 2.52466 3.75048
H 1.90395 -0.22114 -1.70206
H -0.41964 2.06027 1.38720
H -2.00076 -3.16820 -1.67959
H 0.20309 -1.77047 3.55264
H 2.51030 3.58549 4.58238
H 1.07320 -4.51662 -3.35303
H -0.53213 -4.18277 -4.00760
H 1.67106 1.24977 4.60202
H -2.19278 4.51595 -3.85602
H 0.59761 2.28491 3.66597
H -0.37482 -5.03507 -2.47569
H 2.02842 -2.36979 -2.84583
```

(c)
Formula: C22H29NO2
Source: the OMol25 dataset
Level of theory: the ωB97M-V functional and the def2-TZVPD basis

Structure (XYZ):
```
54
C22H29NO2 (the ωB97M-V functional and the def2-TZVPD basis)
O 0.41200 -2.56312 0.47662
O -0.25411 -0.57667 1.33048
N -0.41755 0.30978 -3.11289
C 3.64473 -0.50449 2.10143
C 0.46787 -1.33495 3.88592
C -2.46802 3.78774 1.11180
C -1.55224 0.05906 -2.23571
C -1.69526 3.72577 -0.03458
C -0.36462 0.15955 0.08626
C -1.09481 1.44099 0.45898
C 2.59972 0.14659 1.47100
C 2.18123 -0.24399 0.20365
C 2.84087 -1.28999 -0.42710
C 0.04047 -0.90080 -3.76804
C -1.88251 1.51044 1.60176
C 0.11859 -1.84854 1.40093
C 0.06440 -2.35798 2.83270
C 1.05598 0.49214 -0.46504
C -2.55515 2.67479 1.92931
C -0.72949 1.32747 -4.09500
C -2.54154 -1.09221 -0.28435
C 4.28876 -1.55470 1.46893
C 3.88514 -1.94276 0.20313
C -1.21719 -0.66471 -0.92394
C -1.01296 2.56656 -0.35582
H 1.23630 1.55607 -0.30015
H -0.40854 2.54301 -1.24944
H -1.96064 0.64907 2.24576
H 0.15956 1.53192 -4.68972
H -3.15194 2.71147 2.82822
H -0.15637 -0.44900 3.82066
H -2.99469 4.69556 1.36463
H -3.07640 -1.76047 -0.95494
H 5.10333 -2.06693 1.96055
H -3.16958 -0.22622 -0.08278
H 4.38531 -2.76023 -0.29597
H -0.96645 -2.68417 3.00707
H -1.02196 2.24465 -3.58700
H -0.64375 -1.56460 -1.15158
H 0.92444 -0.66740 -4.36014
H 0.30965 -1.64520 -3.02150
H 1.06099 0.30125 -1.53620
H 3.96261 -0.18668 3.08520
H 0.36230 -1.76441 4.87983
H -2.31040 -0.54966 -2.76033
H 2.52712 -1.59860 -1.41322
H 0.70170 -3.24031 2.88287
H -0.72330 -1.33379 -4.43289
H 1.50285 -1.04072 3.74136
H -2.02058 1.01615 -1.99821
H -1.54395 1.03166 -4.77533
H -2.37835 -1.62572 0.64826
H 2.09605 0.96784 1.96366
H -1.61961 4.58949 -0.67909
```

Relative to the most stable structure, the computed energies are (a) 121.0; (b) 0.0; (c) 99.2, all in kJ/mol.

(a)
Formula: C7H10N2O3
Source: the OMol25 dataset
Level of theory: the ωB97M-V functional and the def2-TZVPD basis

Structure (XYZ):
```
22
C7H10N2O3 (the ωB97M-V functional and the def2-TZVPD basis)
O -0.86351 -2.23800 -1.69542
O 2.35502 -1.98308 1.28079
O -2.17426 1.43874 -1.18110
N -1.39582 2.70278 1.30928
N 0.38923 1.38213 1.62721
C 1.22553 0.38456 1.22879
C -0.18928 -0.13863 -0.65171
C -0.66824 1.71357 0.79210
C 1.43839 -1.87965 0.15114
C 0.92445 -0.38320 0.20112
C -0.38204 -0.91650 -1.86753
C -1.13743 0.98821 -0.37453
H -1.13213 -0.51448 -2.39505
H 0.58949 -2.50921 0.50494
H 2.17773 0.18120 1.77569
H -2.69356 2.10414 -0.63892
H -0.87970 2.87091 2.28299
H 1.60172 -2.33460 -0.82571
H 3.11035 -1.33057 1.16908
H -1.33963 3.49091 0.53088
H 0.47536 -0.84366 -2.54221
H -1.43168 -2.18557 -0.68182
```

(b)
Formula: C7H10N2O3
Source: the OMol25 dataset
Level of theory: the ωB97M-V functional and the def2-TZVPD basis

Structure (XYZ):
```
22
C7H10N2O3 (the ωB97M-V functional and the def2-TZVPD basis)
O 2.01079 1.87499 -0.43396
O 2.01001 -1.66228 -0.76824
O 2.89955 0.26934 0.55832
N 1.97045 0.89766 0.22121
N 0.86510 -1.40684 -0.42410
C -1.54186 -1.37497 -0.05740
C -0.56401 1.19480 -1.71222
C -0.29361 -2.01124 -0.34250
C 0.61309 0.53167 0.59071
C 0.50252 0.03883 2.00953
C -1.71469 -0.00336 0.07180
C -0.57091 1.00540 -0.16942
H 0.74945 0.72685 2.84633
H 1.34896 -0.62709 2.24842
H -0.85380 1.94535 0.20109
H -0.38048 -0.53794 2.20627
H -1.38753 0.88836 -2.24891
H -0.51530 -3.05657 -0.65491
H -2.61002 0.53866 -0.05006
H 0.22836 0.51178 -2.22188
H -2.42373 -1.98777 0.05607
H -0.34232 2.24438 -1.92614
```

Relative to the most stable structure, the computed energies are (a) 0.0; (b) 448.5, all in kJ/mol.

(a)
Formula: C9H14N
Source: the OMol25 dataset
Level of theory: the ωB97M-V functional and the def2-TZVPD basis

Structure (XYZ):
```
24
Properties=species:S:1:pos:R:3
N -1.98613 0.36336 1.07367
C -1.36151 -1.43711 1.79513
C -2.38233 -0.41785 2.01136
C -2.53716 2.45721 0.40476
C -0.96477 -0.51816 0.64638
C 2.28125 -1.19132 -0.54799
C 2.81313 0.09216 -1.31868
C -3.47497 3.33006 0.52380
C 0.84186 -1.52784 -0.83754
C -0.16212 -0.44632 -0.40817
H 0.55130 -2.34334 -0.31788
H 3.78411 0.01233 -1.38159
H 2.44747 1.11442 -0.88649
H -4.39602 3.27849 1.24580
H 2.49689 -0.97198 0.40896
H -1.64519 2.17403 -0.13181
H -0.12389 0.31358 -1.08123
H -3.26191 4.20118 -0.21635
H -0.51977 -1.52683 2.43997
H -3.26444 -0.19352 2.64934
H 0.83736 -1.60060 -2.04568
H 2.83035 -2.08374 -0.67729
H 2.32784 -0.08906 -2.33303
H -1.63864 -2.55803 1.50185
```

Results
* net charge: +1

(b)
Formula: C9H14N
Source: the OMol25 dataset
Level of theory: the ωB97M-V functional and the def2-TZVPD basis

Structure (XYZ):
```
24
Properties=species:S:1:pos:R:3
N -1.40449 0.28974 -0.13961
C 0.74851 0.76542 -0.64777
C 1.88226 0.37487 0.18139
C -0.54747 -0.63645 0.34886
C 0.58209 0.18103 0.83914
C -2.71820 0.25023 -0.65758
C 2.84872 -0.65870 -0.41864
C -0.02769 1.52904 1.24155
C -0.72380 -2.06944 0.40284
C -0.53856 1.51996 -0.14921
H -1.01770 -2.44649 1.32910
H 3.43620 -0.11261 -1.18519
H -3.40055 0.26842 0.11264
H -0.98948 2.34217 -0.71161
H 2.41010 1.27682 0.53133
H -2.74669 1.24766 -1.21692
H 2.27975 -1.35419 -1.04319
H 0.84584 2.13621 1.53022
H 0.35397 -2.31056 0.36335
H -0.84791 1.44321 1.97423
H -2.96704 -0.51713 -1.30731
H -1.50785 -2.60918 -0.24666
H 0.59964 0.21070 -1.64515
H 3.45033 -1.12073 0.51420
```

Results
* net charge: +1

Relative to the most stable structure, the computed energies are (a) 231.9; (b) 0.0, all in kJ/mol.

(a)
Formula: C18H25NO5
Source: the OMol25 dataset
Level of theory: the ωB97M-V functional and the def2-TZVPD basis

Structure (XYZ):
```
49
C18H25NO5 (the ωB97M-V functional and the def2-TZVPD basis)
O -2.10192 3.38254 -3.11564
O 2.87505 -2.22288 2.20641
O 0.41780 3.26079 -2.73586
O 1.33122 -1.16923 -0.56177
O -0.63940 -2.24554 -0.51223
N 0.67027 -2.71407 1.92696
C 0.01391 -1.25836 -0.79068
C 2.00232 -2.30912 -0.03504
C -0.27144 2.16551 -2.32837
C -4.18446 4.00956 -1.99611
C 1.90397 -2.40331 1.50252
C 0.27684 -2.84520 3.31632
C 0.79396 -2.01598 5.57111
C 0.46673 -1.55677 4.13935
C -2.47106 1.15519 -2.18883
C -1.91279 0.02195 -1.62605
C -0.54454 -0.04654 -1.40457
C 1.07456 -3.89529 4.09607
C 0.74265 -3.54854 5.54172
C 2.17558 3.67193 -1.07906
C -3.48502 3.61627 -3.29414
C 1.81381 3.33254 -2.52214
C 0.27280 1.03193 -1.76069
C -1.67448 2.23472 -2.54466
H -2.53182 -0.81707 -1.35013
H 0.09282 -1.60759 6.29806
H -0.26339 -3.89816 5.78244
H 2.30271 2.40343 -2.83992
H 1.69756 4.60472 -0.79097
H 1.33106 0.94726 -1.58140
H -4.13320 3.20600 -1.26563
H -0.78002 -3.12832 3.30981
H -3.53653 1.18323 -2.35015
H -3.52588 4.44797 -4.00277
H 1.59154 -3.22039 -0.48440
H 3.05131 -2.18478 -0.30855
H 1.43797 -3.99748 6.24876
H -0.04976 -2.82043 1.22071
H -3.70432 4.88830 -1.57345
H 0.79966 -4.91323 3.82346
H -0.42382 -0.93035 4.09923
H -3.97086 2.74716 -3.75418
H 1.84604 2.89161 -0.39791
H -5.22728 4.23883 -2.19700
H 1.79405 -1.68510 5.84776
H 2.13615 -3.74553 3.90445
H 1.29919 -0.99275 3.72254
H 2.14272 4.13845 -3.18421
H 3.25253 3.78456 -0.98998
```

(b)
Formula: C18H25NO5
Source: the OMol25 dataset
Level of theory: the ωB97M-V functional and the def2-TZVPD basis

Structure (XYZ):
```
49
C18H25NO5 (the ωB97M-V functional and the def2-TZVPD basis)
O -2.29402 1.50898 1.89427
O -0.12031 -0.25811 -3.86583
O 3.73907 0.58145 0.19955
O 4.54812 -1.44532 -0.23047
O -0.44356 0.67968 0.95571
N -0.48315 0.25933 -1.66709
C -2.38885 1.01480 -0.39342
C 2.51083 -2.18660 2.42726
C 0.27795 -0.13802 -2.72918
C 1.81426 -1.64599 -1.37750
C -3.94562 0.98681 -2.70192
C 0.10612 -2.19976 3.26740
C 1.40500 -1.40975 3.14435
C 1.71312 -0.43513 -2.32619
C -1.81744 0.62017 -1.62515
C -2.61983 0.61497 -2.76874
C 2.21697 -2.51016 0.96096
C 3.54873 -0.59565 0.03787
C -1.61134 1.58546 3.14617
C -4.51081 1.37592 -1.49451
C 2.19416 -1.26731 0.06423
C -3.73536 1.38841 -0.35646
C -0.72365 2.81880 3.23079
C -1.60357 1.04481 0.85236
H -5.54890 1.66657 -1.44642
H 2.67701 -3.12657 2.95996
H 2.26727 -0.62659 -3.24543
H 1.25401 -3.01597 0.88331
H 2.98329 -3.19356 0.59000
H -1.30736 3.71678 3.04283
H 3.43691 -1.60941 2.48440
H 2.56540 -2.34223 -1.75434
H 1.76426 -1.16171 4.14622
H 1.21198 -0.47149 2.62383
H 0.07549 2.75606 2.49636
H -0.28416 2.88065 4.22211
H 0.29814 -3.19232 3.67031
H -2.18175 0.31546 -3.70602
H 2.13607 0.45293 -1.85288
H -1.01224 0.67939 3.28111
H -0.02435 0.32087 -0.75858
H -4.16051 1.68741 0.58838
H -4.54549 0.97394 -3.59959
H -2.40674 1.62069 3.89345
H -0.38037 -2.30619 2.30111
H 1.48086 -0.54261 0.46047
H -0.58581 -1.69172 3.93640
H 5.39195 -0.96871 -0.26415
H 0.86038 -2.17766 -1.35585
```

Relative to the most stable structure, the computed energies are (a) 161.6; (b) 0.0, all in kJ/mol.

(a)
Formula: C3H6N3P
Source: the OMol25 dataset
Level of theory: the ωB97M-V functional and the def2-TZVPD basis

Structure (XYZ):
```
13
C3H6N3P (the ωB97M-V functional and the def2-TZVPD basis)
P 3.34414 -0.36557 -0.11165
N 1.19585 1.91127 -0.05071
N 0.37360 1.06046 -0.06817
N 1.86453 -0.76003 0.11899
C 0.64600 -0.41124 0.12424
C -0.34039 -1.58221 -0.00612
C -1.08117 1.35834 -0.00425
H -1.07793 1.96417 0.85424
H -0.58749 -1.53623 -1.09091
H -1.49684 1.89573 -0.90273
H -1.82518 0.46916 0.29148
H -1.18042 -1.41802 0.66245
H 0.16531 -2.58582 0.18314
```

(b)
Formula: C3H6N3P
Source: the OMol25 dataset
Level of theory: the ωB97M-V functional and the def2-TZVPD basis

Structure (XYZ):
```
13
C3H6N3P (the ωB97M-V functional and the def2-TZVPD basis)
P -0.49311 -1.44649 0.20174
N -0.29003 1.20313 0.09146
N -2.57149 0.28196 0.31360
N -0.89582 0.17452 -0.27736
C 1.83747 0.05146 0.25163
C 1.30215 -1.15081 0.25946
C 0.96258 1.26584 0.31401
H -2.87596 1.20335 -0.04488
H 1.49641 2.19098 0.48963
H 2.94334 0.11649 0.44293
H -2.24929 0.47317 1.20765
H 1.73114 -2.16808 0.15694
H -0.27068 -1.91263 -1.07695
```

Relative to the most stable structure, the computed energies are (a) 12.3; (b) 0.0, all in kJ/mol.